(1)
74
Properties=species:S:1:pos:R:3 method="wB97M-V/def2-TZVPD" e_lumo_ev=0.5 gap_ev=10.31 total_charge=0 homo_energy_ev=-9.79
C -0.79939 4.11554 -0.65509
O -1.50423 3.39342 0.32941
C -0.92540 2.16026 0.71311
C -1.31972 0.99204 -0.19722
C -2.50506 0.15147 0.30077
C -2.28000 -0.54179 1.64587
C -0.97888 -1.34725 1.70617
C -0.91765 -2.32919 2.87317
C 0.34103 -3.21554 2.97357
C 0.65223 -4.16369 1.79050
C 1.96277 -3.93860 1.00934
C 2.20665 -2.53683 0.41866
B 3.66974 -2.40871 -0.13110
C 3.99664 -2.79401 -1.63232
C 4.32527 -1.57798 -2.48260
C 3.47219 -0.34054 -2.24607
N 5.26828 -1.63308 -3.34235
C 4.87365 -1.94948 0.76881
C 4.60886 -1.14253 2.04841
C 3.89481 0.18202 1.72761
C 5.90713 -0.87637 2.81708
H -1.25543 3.98604 -1.64775
H -0.82427 5.18060 -0.39665
H 0.24746 3.78993 -0.70864
H -1.26478 1.99391 1.74413
H 0.16820 2.27333 0.74573
H -1.58026 1.42120 -1.17551
H -0.45656 0.33743 -0.37056
H -2.72134 -0.62059 -0.45403
H -3.39763 0.78699 0.35318
H -3.14431 -1.19157 1.84692
H -2.27019 0.20391 2.45670
H -0.84062 -1.88316 0.75547
H -0.13409 -0.64633 1.79090
H -1.79855 -2.98597 2.84580
H -1.00540 -1.75157 3.80546
H 0.20282 -3.83782 3.86720
H 1.21536 -2.58246 3.19335
H 0.73134 -5.18168 2.19636
H -0.19761 -4.19563 1.08857
H 2.79099 -4.22254 1.67408
H 1.99122 -4.65774 0.17701
H 1.48904 -2.36688 -0.40197
H 2.00778 -1.79160 1.19187
H 4.87669 -3.45296 -1.67094
H 3.16106 -3.32540 -2.11195
H 2.82959 -0.43426 -1.36611
H 4.11062 0.54399 -2.11826
H 2.82047 -0.16710 -3.11130
H 5.36736 -0.74279 -3.83011
H 5.58567 -1.37936 0.14202
H 5.42804 -2.87303 1.02586
H 3.94623 -1.73500 2.70067
H 2.80246 0.07941 1.68653
H 4.11780 0.94949 2.48143
H 4.23029 0.56982 0.75653
H 5.70899 -0.52731 3.83543
H 6.53926 -1.77092 2.87873
H 6.49557 -0.10178 2.30167
O -8.03102 4.05869 -2.21715
S -7.16410 3.23853 -3.00924
O -7.09662 1.83735 -2.72878
O -5.71011 3.86833 -2.99044
C -5.15348 4.22008 -1.69437
C -4.68240 3.02165 -0.90527
C -7.49455 3.47521 -4.71900
H -5.89702 4.80370 -1.15107
H -4.32586 4.87749 -1.95253
H -5.51426 2.38328 -0.61047
H -4.16176 3.36686 -0.01222
H -3.98573 2.42508 -1.49492
H -7.52742 4.54052 -4.92650
H -8.46094 3.01353 -4.90823
H -6.71693 2.97991 -5.29335


(2)
78
Properties=species:S:1:pos:R:3 method="wB97M-V/def2-TZVPD" e_lumo_ev=1.9 gap_ev=6.96 total_charge=-1 homo_energy_ev=-5.04
C -2.26048 -4.47888 0.61461
C -0.98655 -4.00071 -0.09003
C -1.09816 -3.75155 -1.58930
Br -1.74694 -5.39193 -2.47693
Nb -2.36486 -1.96079 -2.28942
C -3.45185 -0.02166 -2.78839
C -4.87818 -0.08764 -3.32832
C -5.85795 -0.77539 -2.38404
I -4.97816 -0.95698 -5.28690
C -0.66040 -0.62951 -1.49807
Cl 0.73648 -0.48943 -2.56877
C -0.59049 -0.00304 -0.31968
C -1.67318 -0.02161 0.71242
Cl 0.82432 0.90355 0.19178
H -2.16992 -5.50318 0.95568
H -2.50894 -3.83927 1.45499
H -3.10568 -4.42718 -0.06220
H -0.64095 -3.06980 0.35522
H -0.20005 -4.73612 0.09533
H -0.09123 -3.57039 -1.95665
H -1.55995 -2.08322 -3.94378
H -3.63845 -3.01086 -3.04389
H -3.27774 -2.16551 -0.71091
H -3.44997 0.68979 -1.96078
H -2.81864 0.42408 -3.56181
H -5.23052 0.92589 -3.49438
H -5.81844 -1.85012 -2.50728
H -5.56765 -0.52855 -1.36758
H -6.86757 -0.42488 -2.57202
H -1.50610 -0.82125 1.42873
H -2.64710 -0.12487 0.25402
H -1.65649 0.90691 1.27290
C -3.46942 4.41222 8.22502
O -3.29455 3.92114 6.91948
C -4.49845 3.88599 6.17298
C -4.23716 4.02299 4.69201
O -3.90530 5.33683 4.27819
C -2.57750 5.78453 4.49263
C -1.55875 5.18951 3.54905
O -1.21529 3.87477 3.93444
C -0.68708 3.11517 2.86646
H -4.10060 3.74587 8.82587
H -2.48512 4.47276 8.68555
H -3.91613 5.41397 8.21627
H -5.16777 4.69345 6.49357
H -4.99992 2.92437 6.35110
H -5.17624 3.79839 4.18102
H -3.49323 3.29742 4.35788
H -2.27028 5.64238 5.53113
H -2.61532 6.85819 4.29521
H -0.65572 5.81800 3.56227
H -1.96822 5.19570 2.53156
H -1.38620 3.08234 2.02390
H -0.52750 2.10221 3.22823
H 0.26910 3.52144 2.51939
C 9.13790 -3.56744 -3.66997
O 8.25638 -2.51890 -3.35630
C 8.00016 -1.66067 -4.45378
C 6.63361 -1.02284 -4.35753
O 5.56270 -1.88762 -4.67573
C 5.12863 -2.80550 -3.68232
C 4.33907 -2.18274 -2.55705
O 5.19573 -1.53038 -1.63122
C 4.52065 -0.52892 -0.89840
H 10.14001 -3.19312 -3.91551
H 9.20747 -4.20874 -2.79333
H 8.76380 -4.16264 -4.51158
H 8.06621 -2.21794 -5.39596
H 8.75858 -0.86409 -4.46472
H 6.59627 -0.24114 -5.12086
H 6.49240 -0.54735 -3.38440
H 5.96437 -3.39070 -3.29175
H 4.45804 -3.48522 -4.21088
H 3.78357 -2.97071 -2.03061
H 3.61542 -1.47146 -2.96803
H 4.07246 0.21676 -1.56458
H 5.25421 -0.03690 -0.26134
H 3.73082 -0.95727 -0.27193


(3)
71
Properties=species:S:1:pos:R:3 method="wB97M-V/def2-TZVPD" e_lumo_ev=-3.0 gap_ev=10.18 total_charge=+1 homo_energy_ev=-13.19
C 4.68724 2.28885 0.16244
C 4.21958 3.68441 0.41652
O 4.93913 4.56370 0.47355
O 2.84388 3.92365 0.56655
C 2.25073 4.08323 -0.72931
C 0.77098 4.34352 -0.59472
C 0.00037 3.32898 0.21853
N -0.20697 1.96715 -0.41135
C -0.63875 1.99281 -1.84151
C 0.40477 1.55214 -2.83893
O 0.82939 0.25543 -2.46167
C 1.65916 0.42766 -1.33664
C 0.98790 1.08439 -0.11929
H 4.58250 2.00039 -0.87560
H 4.18177 1.53767 0.76408
H 5.73505 2.26703 0.40672
H 2.51156 3.23696 -1.36541
H 2.69112 4.96473 -1.18958
H 0.36126 4.53723 -1.57776
H 0.67954 5.27672 -0.05398
H -0.99732 3.73027 0.36316
H 0.41347 3.23276 1.20825
H -0.98557 1.56769 0.10339
H -1.44993 1.28334 -1.92896
H -1.04979 2.94614 -2.14456
H -0.09563 1.47078 -3.79410
H 1.24597 2.23124 -2.95975
H 2.55506 0.97929 -1.61658
H 1.99366 -0.55145 -1.02638
H 0.67176 0.32124 0.57667
H 1.74934 1.64335 0.40098
C -1.84645 -2.14003 -3.30247
C -2.95284 -1.13900 -3.62200
C -3.79593 -0.76197 -2.40315
C -4.56227 -1.92055 -1.76411
C -5.51871 -2.65210 -2.70546
C -6.63412 -1.76109 -3.24486
H -2.24798 -3.08479 -2.93529
H -1.25874 -2.35841 -4.19475
H -1.17193 -1.73483 -2.54363
H -3.58921 -1.53368 -4.41654
H -2.49652 -0.22718 -4.02407
H -4.49703 0.02762 -2.68861
H -3.13967 -0.31965 -1.63929
H -5.13085 -1.53363 -0.91249
H -3.85567 -2.64358 -1.34683
H -5.96767 -3.48501 -2.15992
H -4.96662 -3.09456 -3.53882
H -7.23134 -1.34947 -2.42886
H -7.29940 -2.33250 -3.89242
H -6.24086 -0.92993 -3.83282
C 1.14112 -3.73647 5.66976
C 2.09708 -2.55519 5.52965
C 1.45357 -1.33045 4.88028
C 0.96593 -1.54640 3.44698
C 2.04123 -2.00855 2.46280
C 3.17211 -0.99853 2.29064
H 0.78576 -4.08763 4.69941
H 1.63853 -4.57465 6.15794
H 0.27294 -3.46307 6.27239
H 2.98262 -2.86396 4.96712
H 2.45257 -2.27128 6.52267
H 2.16630 -0.50078 4.90520
H 0.60323 -1.01101 5.49020
H 0.53140 -0.60524 3.08308
H 0.14945 -2.27298 3.44151
H 1.56911 -2.17937 1.48880
H 2.45337 -2.97020 2.77362
H 2.78148 -0.04049 1.93076
H 3.90134 -1.36308 1.56416
H 3.70347 -0.81758 3.22460